Record 1
69
Properties=species:S:1:pos:R:3:lowdin_charge:R:1 method="wB97M-V/def2-TZVPD" fmax_ev_per_a=7.441 e_tot_ha=-2844.5211 e_homo_ha=-0.34229 smiles="COCCCc1cc2c(c(C(F)(F)C(F)(F)F)c1)C(=O)NC2=O.COP(=O)(OC)OC.COP(=O)(OC)OC" lumo_energy_ev=-1.55
C 0.40 2.26 3.97 -0.110
O 1.35 3.23 3.59 -0.194
C 1.23 3.55 2.21 -0.212
C 0.06 4.56 1.99 -0.142
C -0.98 4.09 0.91 -0.104
C -2.36 4.05 1.59 -0.188
C -2.89 5.18 2.20 0.050
C -4.11 5.07 2.82 -0.054
C -4.77 3.84 2.82 -0.012
C -4.28 2.72 2.18 -0.031
C -5.05 1.40 2.17 -0.391
F -6.36 1.53 2.35 0.164
F -4.46 0.56 3.05 0.141
C -4.88 0.72 0.76 -0.549
F -5.21 1.55 -0.23 0.184
F -3.68 0.17 0.62 0.169
F -5.78 -0.30 0.70 0.149
C -3.03 2.84 1.56 0.048
C -6.03 4.10 3.63 -0.342
O -6.82 3.39 4.17 0.138
N -6.14 5.52 3.78 0.158
C -4.91 6.16 3.55 -0.373
O -4.56 7.28 3.80 0.131
H -0.59 2.42 3.53 0.082
H 0.75 1.23 3.79 0.088
H 0.27 2.35 5.06 0.090
H 1.14 2.64 1.59 0.079
H 2.17 4.05 1.93 0.122
H 0.45 5.55 1.70 0.107
H -0.41 4.70 2.97 0.107
H -1.00 4.75 0.04 0.119
H -0.70 3.06 0.67 0.093
H -2.35 6.13 2.20 0.143
H -2.56 2.00 1.07 0.126
H -6.99 5.92 3.41 0.164
C 3.42 -1.12 -2.02 -0.105
O 2.97 -0.17 -1.02 -0.238
P 1.40 -0.35 -0.47 0.580
O 1.23 1.00 0.17 -0.270
O 1.79 -1.51 0.59 -0.255
C 2.80 -1.25 1.56 -0.102
O -0.17 -0.88 -0.47 -0.222
C -0.92 -0.63 -1.67 -0.115
H 4.47 -0.95 -2.21 0.090
H 3.28 -2.15 -1.67 0.073
H 2.86 -0.97 -2.95 0.082
H 2.91 -0.19 1.76 0.085
H 3.75 -1.66 1.22 0.086
H 2.51 -1.76 2.48 0.090
H -0.48 -1.13 -2.52 0.080
H -0.97 0.45 -1.85 0.085
H -1.93 -1.01 -1.52 0.083
C 5.32 -6.49 -5.78 -0.114
O 5.03 -5.52 -4.76 -0.245
P 3.51 -5.60 -4.05 0.578
O 3.49 -4.24 -3.43 -0.259
O 3.97 -6.77 -3.03 -0.263
C 5.11 -6.55 -2.20 -0.103
O 1.93 -6.07 -3.82 -0.222
C 1.02 -5.80 -4.90 -0.115
H 6.37 -6.37 -6.07 0.089
H 5.17 -7.50 -5.41 0.086
H 4.69 -6.32 -6.66 0.081
H 5.29 -5.49 -2.03 0.086
H 5.99 -7.01 -2.66 0.085
H 4.92 -7.04 -1.24 0.091
H 1.33 -6.34 -5.80 0.080
H 0.98 -4.73 -5.10 0.084
H 0.04 -6.16 -4.61 0.088

***

Record 2
55
Properties=species:S:1:pos:R:3:lowdin_charge:R:1 method="wB97M-V/def2-TZVPD" fmax_ev_per_a=15.488 e_tot_ha=-1114.8079 e_homo_ha=-0.31094 lumo_energy_ev=0.53
C 2.75 -0.14 1.92 0.063
C 1.19 0.09 1.69 -0.385
O 0.35 -0.68 2.30 -0.009
N 0.73 0.98 0.86 0.018
C 1.62 1.99 0.13 -0.092
C 1.92 1.76 -1.13 -0.274
C 2.43 0.67 -1.80 0.112
C 2.15 1.15 -3.29 0.017
C 1.77 2.42 -3.24 -0.109
O 1.61 2.90 -1.96 0.046
H 1.57 3.14 -3.81 0.058
H 2.38 0.49 -4.09 0.088
H 2.57 -0.22 -1.71 -0.017
H 1.07 2.97 0.61 0.212
H 2.47 1.95 0.78 0.116
C -0.63 0.99 0.87 -0.472
C -1.11 1.75 2.01 -0.019
H -0.98 1.00 2.94 0.163
C -2.89 2.13 2.04 -0.134
C -3.07 2.83 0.91 -0.294
C -2.72 2.04 -0.53 -0.049
C -1.13 1.77 -0.25 -0.161
H -0.91 1.36 -1.24 0.109
H -0.62 2.81 -0.25 0.139
H -3.47 1.10 -0.58 0.147
H -2.97 2.74 -1.35 0.097
H -4.04 3.06 0.65 0.071
H -2.75 3.85 0.90 0.110
H -3.22 1.03 2.08 0.124
H -2.96 2.62 2.96 0.091
H -0.82 2.62 2.27 0.036
C -1.40 -0.41 0.45 -0.331
O -2.42 -0.69 1.08 0.074
N -0.57 -1.10 -0.45 0.112
H 0.28 -0.77 -0.71 0.076
C -1.22 -2.34 -0.70 -0.317
C -0.18 -2.85 -2.03 0.012
C 1.41 -3.22 -1.02 -0.126
C 1.03 -4.33 -0.14 -0.239
C 0.05 -3.91 1.05 -0.152
C -1.10 -3.32 0.33 -0.231
H -1.81 -3.13 1.26 0.147
H -1.66 -4.40 -0.17 0.192
H 0.63 -2.97 1.33 0.127
H -0.16 -4.69 1.62 0.068
H 2.04 -4.41 0.22 0.101
H 0.75 -5.12 -0.68 0.068
H 1.84 -2.22 -0.84 0.069
H 1.82 -3.58 -2.04 0.108
H -0.49 -3.87 -2.31 0.080
H 0.02 -2.06 -2.66 0.030
H -2.13 -2.22 -1.35 0.158
H 2.77 -0.98 2.28 -0.033
H 3.22 0.67 2.52 0.101
H 3.33 -0.04 0.94 0.103

***

Record 3
56
Properties=species:S:1:pos:R:3:lowdin_charge:R:1 method="wB97M-V/def2-TZVPD" fmax_ev_per_a=0.533 e_tot_ha=-1190.6378 e_homo_ha=-0.34654 smiles="CCCC[C@@H](C=O)NC(=O)[C@H](CC(C)C)NC(=O)OCc1ccccc1" lumo_energy_ev=0.75
C 1.80 -2.29 -1.47 -0.093
C 1.06 -2.09 -0.15 -0.258
C -0.22 -2.93 -0.08 -0.188
C -1.12 -2.51 1.09 -0.133
C -2.19 -1.48 0.66 -0.272
C -3.08 -1.16 1.84 -0.215
O -3.26 -0.07 2.29 0.082
N -1.63 -0.27 0.12 0.129
C -1.63 -0.01 -1.20 -0.427
O -2.03 -0.79 -2.04 0.072
C -1.03 1.37 -1.55 -0.208
C -1.34 1.76 -2.99 -0.133
C -2.81 2.15 -3.21 -0.427
C -3.10 2.20 -4.70 -0.076
C -3.14 3.49 -2.56 -0.070
N 0.41 1.33 -1.33 0.146
C 0.95 1.53 -0.12 -0.576
O 0.31 1.78 0.88 0.083
O 2.29 1.43 -0.16 0.023
C 2.98 1.57 1.08 -0.108
C 3.03 0.27 1.84 -0.202
C 2.03 -0.04 2.76 -0.038
C 2.06 -1.26 3.42 -0.087
C 3.07 -2.17 3.17 -0.095
C 4.06 -1.87 2.25 -0.087
C 4.03 -0.65 1.58 -0.040
H 2.70 -1.68 -1.50 0.065
H 1.16 -2.01 -2.30 0.070
H 2.09 -3.33 -1.60 0.073
H 0.82 -1.04 -0.03 0.079
H 1.72 -2.37 0.68 0.094
H 0.05 -3.98 0.03 0.114
H -0.77 -2.82 -1.01 0.105
H -1.64 -3.37 1.50 0.114
H -0.50 -2.07 1.89 0.111
H -2.80 -1.93 -0.13 0.160
H -3.55 -2.06 2.28 0.129
H -1.30 0.43 0.77 0.128
H -1.43 2.10 -0.84 0.148
H -1.10 0.91 -3.63 0.119
H -0.70 2.60 -3.27 0.128
H -3.43 1.37 -2.76 0.134
H -2.47 2.94 -5.19 0.081
H -2.91 1.23 -5.17 0.078
H -4.14 2.47 -4.88 0.075
H -4.18 3.74 -2.75 0.078
H -2.99 3.46 -1.48 0.069
H -2.52 4.28 -2.98 0.082
H 1.00 1.01 -2.08 0.160
H 3.99 1.91 0.81 0.132
H 2.47 2.34 1.68 0.131
H 1.24 0.66 2.95 0.112
H 1.29 -1.49 4.14 0.105
H 3.09 -3.12 3.69 0.103
H 4.85 -2.58 2.05 0.104
H 4.80 -0.42 0.86 0.116

***

Record 4
58
Properties=species:S:1:pos:R:3:lowdin_charge:R:1 method="wB97M-V/def2-TZVPD" fmax_ev_per_a=0.892 e_tot_ha=-1664.0711 e_homo_ha=-0.29825 smiles="CCOC(=O)c1c(NC(=O)CCC(=O)N(CC)CC)sc2c1CC(C)(C)OC2" lumo_energy_ev=0.60
C -3.41 -4.04 -0.23 -0.061
C -2.12 -3.74 0.51 -0.215
O -2.04 -2.33 0.72 -0.003
C -0.87 -1.86 1.14 -0.431
O 0.09 -2.59 1.36 0.087
C -0.83 -0.41 1.30 -0.099
C 0.35 0.22 1.65 -0.421
N 1.55 -0.41 1.87 0.131
C 2.67 0.30 2.17 -0.486
O 2.62 1.51 2.31 -0.029
C 3.95 -0.50 2.20 -0.071
C 4.71 -0.22 0.89 -0.074
C 3.86 -0.70 -0.28 -0.475
O 3.72 -1.90 -0.48 0.055
N 3.23 0.22 -1.06 -0.061
C 3.31 1.66 -0.92 -0.212
C 4.50 2.24 -1.68 -0.062
C 2.44 -0.28 -2.17 -0.192
C 0.97 -0.46 -1.79 -0.054
S 0.22 1.93 1.75 1.189
C -1.46 1.81 1.33 -0.433
C -1.88 0.54 1.12 -0.201
C -3.31 0.37 0.74 -0.058
C -3.67 1.41 -0.35 -0.547
C -3.09 0.95 -1.69 -0.002
C -5.19 1.54 -0.45 -0.018
O -3.14 2.71 -0.10 -0.087
C -2.42 2.92 1.10 -0.184
H -3.42 -3.53 -1.19 0.077
H -4.27 -3.70 0.35 0.077
H -3.50 -5.11 -0.40 0.078
H -1.25 -4.06 -0.07 0.128
H -2.10 -4.25 1.48 0.131
H 1.53 -1.42 1.73 0.137
H 4.56 -0.17 3.04 0.128
H 3.74 -1.56 2.28 0.124
H 5.62 -0.82 0.88 0.128
H 4.97 0.83 0.82 0.104
H 3.35 1.95 0.13 0.096
H 2.38 2.07 -1.32 0.122
H 4.44 1.99 -2.74 0.071
H 4.51 3.32 -1.58 0.075
H 5.44 1.84 -1.30 0.071
H 2.54 0.42 -3.00 0.119
H 2.86 -1.25 -2.47 0.119
H 0.56 0.47 -1.40 0.065
H 0.40 -0.76 -2.66 0.079
H 0.88 -1.23 -1.03 0.067
H -3.93 0.55 1.62 0.137
H -3.51 -0.63 0.37 0.115
H -3.25 1.72 -2.44 0.088
H -3.58 0.03 -2.02 0.086
H -2.02 0.77 -1.59 0.075
H -5.60 1.93 0.49 0.085
H -5.45 2.23 -1.24 0.085
H -5.65 0.57 -0.65 0.085
H -1.93 3.89 0.99 0.127
H -3.13 2.99 1.96 0.134